1.
The following is a quantum chemistry calculation of a 3-piece molecular cluster, C4H12NO4 overall, from the Open Molecules 2025 dataset.

Computed properties:
HOMO-LUMO gap (eV): 7.848
Largest force on an atom (eV/A): 9.9
HOMO (eV): -3.97
LUMO (hartree): 0.1427
E (eV): -14021.2275

```
! RIJCOSX wB97M-V def2-TZVPD def2/J DEFGRID3
* xyz -1 1
C 0.308 -0.810 -0.085
N -0.815 -0.866 1.050
C -0.428 -0.177 2.372
C -1.856 -0.061 0.368
C -1.671 -0.153 -1.112
O -0.470 -0.802 -1.403
O 0.989 0.280 0.039
H 0.883 -1.774 0.102
H 0.509 -0.601 2.780
H -0.320 0.842 2.104
H -1.218 -0.194 3.164
H -2.815 -0.132 0.828
H -1.838 1.009 0.818
H -1.966 0.854 -1.386
H -2.357 -0.868 -1.680
H 1.269 1.761 -2.842
H 0.946 0.556 -2.210
O 1.389 0.937 -2.941
H 2.476 0.118 0.386
H 3.588 0.058 -0.654
O 3.399 0.023 0.301
*
```


2.
The following is a quantum chemistry calculation of a 2-piece molecular cluster, C4H10N2O overall, from the Open Molecules 2025 dataset.

Computed properties:
HOMO-LUMO gap (eV): 9.331
SMILES: C=CN=C.CNO
Largest force on an atom (eV/A): 3.6
HOMO (eV): -8.52
LUMO (hartree): 0.0298
E (eV): -9333.7138

```
! RIJCOSX wB97M-V def2-TZVPD def2/J DEFGRID3
* xyz 0 1
C 1.990 1.140 0.023
C 1.060 0.427 -0.622
N 0.110 1.154 -1.492
C -0.181 0.661 -2.612
H 1.811 2.167 0.294
H 2.908 0.705 0.379
H 1.283 -0.596 -0.926
H 0.341 -0.250 -2.949
H -0.997 1.094 -3.180
C -0.622 -0.488 2.014
N -0.941 -0.719 0.611
O -2.015 -1.644 0.463
H -1.472 -0.136 2.606
H 0.128 0.301 2.024
H -0.166 -1.389 2.421
H -1.335 0.134 0.205
H -1.903 -2.561 0.738
*
```


3.
The following is a quantum chemistry calculation of one molecule with the formula C4H6O2, from the Open Molecules 2025 dataset.

Computed properties:
HOMO-LUMO gap (eV): 10.503
SMILES: CC(=O)CC=O
Largest force on an atom (eV/A): 0.9
HOMO (eV): -9.81
LUMO (hartree): 0.0256
E (eV): -8339.4723

```
! RIJCOSX wB97M-V def2-TZVPD def2/J DEFGRID3
* xyz 0 1
C 1.740 0.457 -0.251
C 0.276 0.731 0.058
O -0.106 1.753 0.582
C -0.574 -0.497 -0.140
C -2.054 -0.456 0.181
O -2.823 -1.289 -0.242
H 1.931 -0.572 -0.580
H 2.322 0.648 0.655
H 2.070 1.137 -1.038
H -0.410 -1.001 -1.099
H -0.008 -1.103 0.582
H -2.410 0.370 0.826
*
```


4.
The following is a quantum chemistry calculation of one molecule with the formula C6H7N3, from the Open Molecules 2025 dataset.

Computed properties:
HOMO-LUMO gap (eV): 9.724
SMILES: CCn1ccnc1C#N
Largest force on an atom (eV/A): 4.3
HOMO (eV): -9.27
LUMO (hartree): 0.0167
E (eV): -10804.2347

```
! RIJCOSX wB97M-V def2-TZVPD def2/J DEFGRID3
* xyz 0 1
C -2.003 -0.923 -0.507
C -0.781 -0.714 0.496
N 0.261 0.180 0.163
C 0.054 1.541 0.132
C 1.232 2.180 -0.176
N 2.196 1.253 -0.178
C 1.661 0.082 0.008
C 2.317 -1.118 0.035
N 2.867 -2.133 -0.013
H -2.568 -0.074 -0.523
H -2.439 -1.901 -0.131
H -1.629 -1.166 -1.469
H -0.487 -1.794 0.548
H -1.300 -0.492 1.503
H -0.895 1.937 0.208
H 1.514 3.142 -0.097
*
```


5.
The following is a quantum chemistry calculation of C21H47B3ClN6O10P as an isolated structure, from the Open Molecules 2025 dataset.

Computed properties:
HOMO-LUMO gap (eV): 8.297
Largest force on an atom (eV/A): 2.3
HOMO (eV): -8.26
LUMO (hartree): 0.0014
E (eV): -75800.1324

```
! RIJCOSX wB97M-V def2-TZVPD def2/J DEFGRID3
* xyz 0 1
C -0.253 7.045 1.131
C -0.019 7.059 -0.041
C 0.367 6.980 -1.458
B 0.187 5.538 -2.072
O 0.592 5.232 -3.375
B 1.641 4.332 -3.207
O 1.552 3.290 -2.282
B 0.791 3.638 -1.171
P 1.207 3.131 0.663
O 0.962 1.503 0.914
Cl 3.278 3.334 0.826
O -0.313 4.446 -1.361
H -0.168 7.128 2.181
H -0.097 7.766 -2.054
H 1.445 7.190 -1.473
H 2.654 4.484 -3.807
H 0.079 1.202 0.651
C 0.223 -0.255 -1.889
O -0.932 -0.107 -1.500
N 0.906 -1.399 -1.871
C 2.282 -1.496 -2.341
C 0.253 -2.592 -1.359
H 0.808 0.588 -2.295
H 2.327 -2.216 -3.164
H 2.919 -1.837 -1.529
H 2.639 -0.530 -2.692
H -0.644 -2.804 -1.956
H -0.049 -2.419 -0.322
H 0.931 -3.443 -1.405
C -3.578 6.452 0.605
O -3.767 7.114 1.609
N -4.128 5.251 0.360
C -3.855 4.516 -0.858
C -5.027 4.664 1.341
H -2.920 6.802 -0.207
H -4.788 4.347 -1.402
H -3.404 3.553 -0.609
H -3.170 5.074 -1.494
H -5.879 5.328 1.499
H -4.508 4.533 2.289
H -5.375 3.700 0.982
C -2.818 -4.485 -2.083
O -2.046 -3.757 -2.680
N -3.907 -4.057 -1.426
C -4.796 -4.964 -0.728
C -4.198 -2.628 -1.420
H -2.678 -5.578 -2.032
H -5.800 -4.890 -1.150
H -4.831 -4.699 0.331
H -4.446 -5.990 -0.825
H -4.327 -2.277 -2.444
H -3.365 -2.084 -0.974
H -5.105 -2.437 -0.851
C -2.140 1.942 2.637
O -2.994 2.299 1.848
N -2.329 1.725 3.950
C -1.250 1.297 4.820
C -3.654 1.927 4.509
H -1.103 1.754 2.319
H -1.503 0.335 5.272
H -1.102 2.036 5.610
H -0.326 1.191 4.256
H -4.367 1.270 4.009
H -3.967 2.960 4.347
H -3.645 1.713 5.574
C 5.523 -2.173 -0.491
O 4.766 -1.780 -1.364
N 6.663 -1.563 -0.135
C 7.520 -2.081 0.915
C 7.048 -0.343 -0.826
H 5.320 -3.086 0.092
H 7.616 -1.338 1.709
H 8.508 -2.300 0.506
H 7.099 -2.993 1.334
H 6.271 0.412 -0.697
H 7.157 -0.545 -1.892
H 7.988 0.030 -0.427
C 2.428 -5.592 0.831
O 2.622 -5.465 2.023
N 1.746 -6.607 0.261
C 1.552 -6.703 -1.174
C 1.190 -7.638 1.120
H 2.810 -4.860 0.098
H 0.482 -6.700 -1.394
H 1.996 -7.632 -1.537
H 2.022 -5.863 -1.682
H 0.492 -7.190 1.828
H 1.991 -8.116 1.686
H 0.674 -8.383 0.520
*
```


6.
The following is a quantum chemistry calculation of one molecule with the formula C4H5NO, from the Open Molecules 2025 dataset.

Computed properties:
HOMO-LUMO gap (alpha / beta) (eV): 8.336 / 9.299
Largest force on an atom (eV/A): 4.3
HOMO (alpha / beta) (eV): -8.48 / -9.15
LUMO (alpha / beta) (hartree): -0.0052 / 0.0055
E (eV): -7760.2186

```
! RIJCOSX wB97M-V def2-TZVPD def2/J DEFGRID3
* xyz 0 1
C 0.785 -0.237 0.557
C -0.603 0.155 1.295
C -0.677 1.232 2.137
C 0.704 0.002 -0.908
N 1.575 -0.563 1.444
O -0.193 0.134 2.652
H -1.307 -0.553 1.081
H -0.080 2.066 2.248
H -0.310 0.155 -1.116
H 1.266 -0.752 -1.381
H 1.315 0.998 -0.995
*
```


> What is the largest force on an atom in the first record?

9.9 eV/A